(1)
The following is a quantum chemistry calculation of a structure of composition C46H48LuN3P in a non-equilibrium geometry, from the Open Molecules 2025 dataset.

Positions of all 99 atoms, in Å:
1 Lu -0.73545 -0.72113 -0.10274
2 N -3.08237 1.36209 -1.76500
3 N -0.70107 -1.23827 -2.64129
4 C -0.51508 -2.83259 1.20185
5 C -1.77898 -2.87875 0.52754
6 C -2.57251 -1.78953 1.00506
7 C -3.90842 -1.37116 0.49171
8 H -4.27492 -2.09107 -0.25349
9 H -3.87734 -0.37848 -0.00241
10 H -4.63454 -1.31577 1.31879
11 C -1.82246 -1.09546 2.00976
12 C -2.28366 0.13016 2.71836
13 H -2.89739 -0.10780 3.60165
14 H -2.89563 0.76042 2.05681
15 H -1.44520 0.75856 3.04366
16 C -0.52921 -1.71516 2.10268
17 C 0.61232 -1.25639 2.93901
18 H 0.73069 -0.15861 2.91410
19 H 1.56426 -1.68383 2.58650
20 H 0.47050 -1.55445 3.98809
21 C -2.28176 -3.99645 -0.31574
22 H -2.89544 -4.68399 0.29665
23 H -1.46224 -4.57977 -0.75868
24 H -2.91219 -3.62992 -1.13954
25 C 0.51820 -3.90436 1.17434
26 H 1.53595 -3.50076 1.28773
27 H 0.50400 -4.45080 0.22083
28 H 0.34159 -4.63371 1.98812
29 C -3.29174 2.66193 -1.91203
30 H -4.22888 3.04262 -1.49044
31 C -2.37339 3.52885 -2.53430
32 H -2.54223 4.60055 -2.48969
33 C -1.23550 2.97612 -3.13222
34 H -0.54559 3.61163 -3.68403
35 C -1.00050 1.62971 -3.00845
36 H -0.07985 1.17521 -3.35269
37 C -1.98586 0.83872 -2.38388
38 C -1.86523 -0.58410 -2.17950
39 H -2.77453 -1.18868 -2.16541
40 C 0.28590 -1.78213 -1.82098
41 C -0.46304 -1.55103 -3.98045
42 H -1.10027 -1.13170 -4.73983
43 C 0.51107 -2.46234 -3.98930
44 H 0.97616 -3.00657 -4.80323
45 N 0.92624 -2.63101 -2.65819
46 C 1.82873 -3.61236 -2.19439
47 C 1.59188 -4.98616 -2.43041
48 C 2.47694 -5.90821 -1.86514
49 H 2.28983 -6.97859 -2.00823
50 C 3.58386 -5.50123 -1.11892
51 C 4.57277 -6.49286 -0.58471
52 H 4.92510 -6.17752 0.40406
53 H 5.45440 -6.57595 -1.23665
54 H 4.11982 -7.48499 -0.49742
55 C 3.77028 -4.13799 -0.87982
56 H 4.61351 -3.80410 -0.26476
57 C 2.91083 -3.18721 -1.41610
58 C 3.11951 -1.74632 -1.09286
59 H 2.89068 -1.07217 -1.92371
60 H 4.17687 -1.61104 -0.83179
61 H 2.53359 -1.44539 -0.20425
62 C 0.38663 -5.50368 -3.15440
63 H 0.46823 -5.41768 -4.24665
64 H -0.55238 -5.02796 -2.84068
65 H 0.29365 -6.57822 -2.93948
66 C 2.67643 4.60484 3.99552
67 C 2.80256 3.22216 3.79392
68 C 2.01409 2.58721 2.82809
69 C 1.01425 3.33119 2.16448
70 C 0.97779 4.73420 2.29615
71 C 1.80095 5.37501 3.21410
72 P -0.19873 2.54625 1.06311
73 C -1.71363 3.21094 1.99607
74 C -3.01582 3.12898 1.44053
75 C -4.08566 3.79092 2.05220
76 C -3.90007 4.43247 3.28529
77 C -2.66006 4.35649 3.92774
78 C -1.62224 3.65676 3.32567
79 C 0.58585 3.38871 -0.43954
80 C 0.26582 4.68649 -0.85229
81 C 1.17479 5.42167 -1.62245
82 C 2.36763 4.83620 -2.06319
83 C 2.63925 3.49572 -1.75598
84 C 1.73760 2.77235 -0.97068
85 H 3.28290 5.09860 4.75123
86 H 3.52068 2.63859 4.37982
87 H 2.17385 1.53493 2.58634
88 H 0.29191 5.32532 1.68798
89 H 1.76320 6.46692 3.31445
90 H -3.20691 2.53274 0.53908
91 H -5.06892 3.80175 1.57245
92 H -4.73176 4.95045 3.75487
93 H -2.51181 4.84822 4.88839
94 H -0.70579 3.51833 3.90071
95 H -0.67484 5.14455 -0.54452
96 H 0.95546 6.45942 -1.87935
97 H 3.07749 5.41493 -2.65678
98 H 3.56212 3.02816 -2.10893
99 H 1.97249 1.73737 -0.70792

Output
Charge = -1
Kohn-Sham gap (alpha / beta) = 2.62 / 2.65 eV
Lowest unoccupied orbital energy (alpha / beta) = 2.6 / 2.6 eV
Highest occupied orbital energy (alpha / beta) = -0.032 / -0.046 eV

Mulliken atomic charge list, values in e, 2 entries:
1. Lu -0.212
2. N -0.270

---

(2)
The following is a quantum chemistry calculation of a structure of composition C46H49BrIN7O6W in a non-equilibrium geometry, from the Open Molecules 2025 dataset.

Positions of all 111 atoms, in Å:
1 W -0.09360 -0.59040 -0.28920
2 C 0.38000 -2.98840 2.62750
3 C 1.72860 -3.16110 1.90370
4 C 2.85710 -2.63800 2.79470
5 C 2.77090 -2.36650 -0.44610
6 C 3.80050 -3.29180 -0.50260
7 C 4.53580 -3.46400 -1.66630
8 C 4.28460 -2.69000 -2.77750
9 C 3.32280 -1.69000 -2.73550
10 C 3.16950 -0.72740 -3.88510
11 C 4.45990 0.08710 -4.02600
12 C 2.81670 -1.44010 -5.19150
13 C 2.55630 -1.55970 -1.57980
14 N 1.69050 -0.42860 -1.43300
15 C 2.49830 0.62850 -1.06100
16 O 3.72090 0.64550 -1.05780
17 C 1.68010 1.78270 -0.66000
18 C 2.12650 3.08490 -0.64370
19 C 1.25390 4.10900 -0.27740
20 C -0.06020 3.75910 0.03680
21 C -0.45310 2.44000 -0.01700
22 N 0.39800 1.40540 -0.34740
23 C -1.85950 1.99790 0.05710
24 O -2.78040 2.71700 0.43240
25 N -1.95680 0.73280 -0.43040
26 C -3.30940 0.37410 -0.76010
27 C -3.84120 0.74060 -2.00610
28 C -5.11550 0.29390 -2.33210
29 C -5.87790 -0.43990 -1.44510
30 C -5.38840 -0.69870 -0.17980
31 C -4.11240 -0.29540 0.17120
32 C -3.60640 -0.48230 1.58020
33 C -3.84750 -1.89160 2.11990
34 C -4.25440 0.59600 2.45880
35 C -3.12260 1.68200 -2.94900
36 C -3.66380 3.10280 -2.73050
37 C -3.30710 1.29470 -4.42050
38 H 0.37400 -3.55790 3.55460
39 H -0.44130 -3.32540 1.99140
40 H 0.22530 -1.93950 2.86700
41 H 1.72050 -5.18130 2.57100
42 H 2.62390 -1.62250 3.10320
43 H 3.79490 -2.59630 2.24980
44 H 2.97770 -3.25490 3.68360
45 H 4.07630 -3.87850 0.35600
46 H 5.31050 -4.21570 -1.69480
47 H 4.86980 -2.81800 -3.67400
48 H 2.35280 -0.03780 -3.64060
49 H 5.30050 -0.55040 -4.29200
50 H 4.68330 0.57040 -3.07840
51 H 4.34450 0.85110 -4.79220
52 H 3.63190 -2.08020 -5.52160
53 H 2.62680 -0.70020 -5.96830
54 H 1.92980 -2.05840 -5.06500
55 H 3.15180 3.26010 -0.93000
56 H 1.57860 5.13560 -0.28020
57 H -0.79950 4.50020 0.30090
58 H -5.53150 0.54070 -3.29470
59 H -6.87070 -0.76780 -1.71550
60 H -6.00030 -1.22150 0.53980
61 H -2.51670 -0.32290 1.52910
62 H -4.90380 -2.07220 2.29790
63 H -3.31820 -2.05280 3.06140
64 H -3.49300 -2.61770 1.39320
65 H -5.33750 0.49790 2.42800
66 H -3.99710 1.58150 2.07770
67 H -3.93790 0.52720 3.50040
68 H -2.04970 1.67310 -2.70820
69 H -4.73940 3.11380 -2.89850
70 H -3.19060 3.80340 -3.41760
71 H -3.48130 3.43230 -1.71130
72 H -4.26120 1.65230 -4.79650
73 H -3.27590 0.21550 -4.54430
74 H -2.52290 1.74050 -5.02760
75 I 2.59020 1.60460 5.06600
76 C 0.95580 0.95180 3.96470
77 C -0.19430 0.35750 4.43890
78 N -0.94370 0.08790 3.36070
79 N -0.35260 0.46770 2.21470
80 C 0.80570 1.01570 2.57930
81 H -0.50410 0.13040 5.43750
82 H -1.87050 -0.31530 3.34080
83 H 1.50290 1.41940 1.87060
84 C 0.32780 -5.88810 -1.62110
85 N 0.70900 -4.88250 -0.64340
86 C 1.07190 -5.32260 0.59700
87 C 1.91620 -4.65990 1.62640
88 C 1.65320 -2.27080 0.62130
89 O 1.37030 -0.95310 1.00940
90 N 0.46680 -2.55880 -0.16140
91 C 0.39190 -3.59400 -1.03230
92 O -0.02970 -3.38440 -2.18090
93 H 0.71060 -6.86070 -1.32470
94 H 0.73410 -5.60990 -2.59200
95 H -0.75930 -5.92600 -1.71240
96 H 0.96410 -6.38960 0.72920
97 H 2.97020 -4.86760 1.40230
98 Br -2.68970 -3.49210 -6.52740
99 C -2.06960 -2.42220 -5.09590
100 C -1.12280 -1.44520 -5.35260
101 C -0.62990 -0.69360 -4.29750
102 C -1.07870 -0.92720 -3.00940
103 C -2.02670 -1.91980 -2.76290
104 C -2.54280 -2.66010 -3.81870
105 C -2.44210 -2.29970 -1.35670
106 O -3.33370 -3.09740 -1.16050
107 O -1.74360 -1.73690 -0.41570
108 H -0.76480 -1.28230 -6.35600
109 H 0.10450 0.07250 -4.48720
110 H -0.69270 -0.29670 -2.16000
111 H -3.25680 -3.44120 -3.60440

Output
Kohn-Sham gap (alpha / beta) = 4.22 / 4.63 eV
Lowest unoccupied orbital energy (alpha / beta) = -2.4 / -2.2 eV
Highest occupied orbital energy (alpha / beta) = -6.589 / -6.866 eV

Mulliken atomic charge list, values in e, 2 entries:
1. W 0.456
2. C -1.467